[1]
Molecular formula: C4H5NO
Method: DFT, the ωB97M-V functional and the def2-TZVPD basis

- Total energy: -285.346442 hartree

ORCA input file:
```
! RIJCOSX wB97M-V def2-TZVPD def2/J DEFGRID3
* xyz 0 1
C 0.677 -0.361 1.431
C -1.026 0.460 -0.172
C -0.578 0.818 -1.523
C -0.199 1.086 -2.628
H 0.664 0.693 1.764
H -0.271 -1.525 0.000
H -0.955 1.300 0.507
H -2.118 0.213 -0.170
H 0.143 1.189 -3.631
N -0.248 -0.615 0.453
O 1.378 -1.198 1.964
*
```


[2]
Molecular formula: C6H10O
Method: DFT, the ωB97M-V functional and the def2-TZVPD basis

- Total energy: -309.683621 hartree

ORCA input file:
```
! RIJCOSX wB97M-V def2-TZVPD def2/J DEFGRID3
* xyz 0 1
C 0.668 -1.436 1.092
C 0.153 -0.139 0.503
C -1.353 -0.031 0.208
C -1.061 0.437 -1.239
C 0.455 0.243 -0.998
C 1.386 1.374 -0.789
O 0.572 0.980 1.304
H 0.337 -1.506 2.135
H 0.290 -2.308 0.547
H 1.763 -1.464 1.079
H -1.871 -0.994 0.265
H -1.861 0.688 0.857
H -1.335 1.478 -1.439
H -1.491 -0.195 -2.021
H 0.939 -0.549 -1.581
H 0.884 2.332 -1.029
H 1.525 1.089 1.104
*
```


[3]
Molecular formula: C9H13O4PV
Method: DFT, the ωB97M-V functional and the def2-TZVPD basis

- Total energy: -1936.301087 hartree

ORCA input file:
```
! RIJCOSX wB97M-V def2-TZVPD def2/J DEFGRID3
* xyz 2 4
V 1.180 -0.403 -0.511
C 3.150 -0.770 -1.059
O 4.279 -0.907 -1.304
C -0.118 -0.689 -1.925
O -0.876 -0.747 -2.812
C 0.497 1.378 -0.296
O 0.141 2.508 -0.132
C 0.209 -1.458 0.728
O -0.301 -2.235 1.455
C -3.010 1.075 1.781
H -2.985 0.431 2.703
H -2.830 2.158 2.010
C -3.127 0.570 0.541
H -2.766 1.177 -0.300
H -3.169 -0.528 0.381
C 2.737 1.932 1.443
P 1.556 0.638 1.815
C 2.453 -0.621 2.697
C 0.571 1.555 3.053
H 3.514 1.554 0.781
H 3.186 2.284 2.374
H 2.247 2.772 0.945
H 3.163 -1.095 2.021
H 2.988 -0.171 3.532
H 1.775 -1.389 3.068
H 1.265 1.863 3.845
H 0.122 2.459 2.630
H -0.226 0.969 3.516
*
```


[4]
Molecular formula: C35H34MoN8OS4
Method: DFT, the ωB97M-V functional and the def2-TZVPD basis

- Total energy: -3527.942975 hartree

ORCA input file:
```
! RIJCOSX wB97M-V def2-TZVPD def2/J DEFGRID3
* xyz 2 1
Mo -0.267 0.661 -0.857
S 1.809 1.927 -1.176
C 1.698 2.585 -2.812
C 2.817 2.735 -3.620
C 2.683 3.288 -4.887
C 1.444 3.705 -5.356
C 0.320 3.569 -4.553
C 0.470 2.995 -3.300
S -0.870 2.794 -2.156
C -2.129 2.009 -3.194
C -3.027 1.217 -2.302
C -4.394 1.310 -2.425
C -5.205 0.477 -1.666
C -4.603 -0.456 -0.854
C -3.221 -0.503 -0.767
C -2.612 -1.594 0.065
S -0.813 -1.649 -0.005
C -0.496 -2.743 -1.358
C -0.638 -4.112 -1.130
C -0.384 -5.000 -2.159
C 0.028 -4.512 -3.397
C 0.189 -3.153 -3.606
C -0.065 -2.239 -2.580
S 0.217 -0.522 -2.876
N -2.427 0.367 -1.423
H 3.789 2.419 -3.256
H 3.558 3.393 -5.516
H 1.353 4.141 -6.342
H -0.647 3.919 -4.900
H -1.596 1.346 -3.874
H -2.688 2.750 -3.755
H -4.816 2.018 -3.127
H -6.286 0.540 -1.734
H -5.190 -1.170 -0.288
H -2.981 -2.557 -0.281
H -2.890 -1.492 1.113
H -0.954 -4.473 -0.154
H -0.500 -6.064 -1.998
H 0.232 -5.203 -4.208
H 0.517 -2.781 -4.570
N -1.100 1.836 0.716
C -1.085 2.865 1.263
N -1.065 4.002 1.872
C -1.770 5.204 1.351
C -2.566 5.811 2.488
O -1.731 6.066 3.602
C -1.177 4.877 4.137
C -0.275 4.216 3.119
H -2.417 4.912 0.526
H -1.019 5.906 0.992
H -3.389 5.145 2.771
H -2.979 6.763 2.169
H -1.975 4.188 4.438
H -0.601 5.152 5.016
H 0.113 3.264 3.473
H 0.559 4.871 2.868
C 2.880 -1.332 -0.745
C 2.285 -0.776 0.503
N 1.252 0.066 0.643
C 1.049 0.238 2.014
C 1.980 -0.463 2.687
N 2.743 -1.096 1.727
C 3.850 -2.022 2.034
N 3.451 -2.919 3.061
N 4.004 -2.809 4.316
N 3.465 -3.685 5.073
C 2.523 -4.393 4.326
C 1.680 -5.441 4.702
C 0.840 -5.951 3.737
C 0.833 -5.435 2.423
C 1.659 -4.398 2.041
C 2.507 -3.899 3.035
H 2.434 -0.865 -1.613
H 2.716 -2.411 -0.807
H 3.955 -1.147 -0.770
H 0.245 0.826 2.413
H 2.167 -0.581 3.743
H 4.709 -1.466 2.396
H 4.116 -2.556 1.129
H 1.699 -5.835 5.712
H 0.177 -6.772 3.983
H 0.166 -5.882 1.694
H 1.663 -4.017 1.025
*
```


[5]
Molecular formula: C13H29Br3CaMgN2O7PSi2
Method: DFT, the ωB97M-V functional and the def2-TZVPD basis

- Total energy: -10668.258865 hartree

ORCA input file:
```
! RIJCOSX wB97M-V def2-TZVPD def2/J DEFGRID3
* xyz 1 1
C -1.624 2.404 5.604
C -0.248 3.220 5.240
C 0.367 2.928 3.752
C -0.734 2.731 2.557
Si -0.566 1.009 1.623
C -1.216 -0.315 2.859
C -0.703 -1.869 2.512
O 0.575 -2.181 2.282
Br -2.171 -3.282 2.401
O -1.488 1.189 0.145
Si -1.552 -0.275 -0.814
C -2.933 0.036 -2.174
C -2.771 1.634 -2.626
O -1.573 2.228 -2.813
P 0.282 -0.811 -1.876
C 0.300 -0.260 -3.702
C 1.875 -0.353 -0.934
H -1.792 2.484 6.784
H -2.526 2.904 5.050
H -1.603 1.259 5.367
H -0.475 4.378 5.415
H 0.592 2.901 6.025
H 1.014 3.889 3.463
H 1.151 2.029 3.734
H -0.489 3.536 1.712
H -1.847 2.953 2.879
H 0.874 0.817 1.389
H -0.692 -0.071 3.905
H -2.378 -0.261 3.067
H -2.007 -1.403 -0.002
H -3.999 -0.221 -1.768
H -2.659 -0.671 -3.077
H -3.728 2.290 -2.827
H 0.648 0.867 -3.716
H 1.116 -0.938 -4.248
H -0.768 -0.385 -4.162
H 1.866 0.807 -0.662
H 2.878 -0.651 -1.473
H 1.836 -0.941 0.103
Ca -1.093 -1.336 4.778
C 2.642 -4.114 -6.726
C 1.555 -3.609 -5.818
O 1.791 -3.167 -4.696
N 0.270 -3.654 -6.277
C -0.203 -4.135 -7.553
H 3.611 -4.016 -6.228
H 2.476 -5.170 -6.956
H 2.665 -3.523 -7.645
H -0.409 -3.299 -5.614
H -0.721 -3.314 -8.054
H -0.908 -4.948 -7.370
H 0.608 -4.494 -8.190
Br -0.743 2.091 8.425
Br -0.334 -0.095 8.766
N 3.582 3.133 2.730
O 3.465 4.300 2.323
O 4.048 2.914 3.861
O 3.233 2.185 2.008
Mg 1.635 0.646 7.245
*
```


[6]
Molecular formula: C18H20N3O4PS3W
Method: DFT, the ωB97M-V functional and the def2-TZVPD basis

- Total energy: -2765.266816 hartree

ORCA input file:
```
! RIJCOSX wB97M-V def2-TZVPD def2/J DEFGRID3
* xyz 3 2
W 0.426 -1.225 -0.616
O -2.407 -1.516 6.596
C -1.087 -1.613 6.423
O -0.352 -1.942 7.302
C -0.524 -1.336 5.040
C 0.837 -1.023 4.986
C 1.470 -0.808 3.780
C 0.733 -0.914 2.599
C -0.614 -1.260 2.635
C -1.241 -1.459 3.860
N 1.358 -0.742 1.314
C 2.545 -0.264 1.189
C 3.176 -0.272 -0.120
C 4.467 0.159 -0.328
C 5.024 0.020 -1.601
C 4.265 -0.540 -2.616
C 2.961 -0.922 -2.357
N 2.413 -0.791 -1.132
H -2.856 -1.082 5.864
H 1.386 -0.977 5.918
H 2.530 -0.602 3.797
H -1.205 -1.369 1.734
H -2.286 -1.743 3.862
H 3.110 0.115 2.034
H 5.044 0.578 0.487
H 6.042 0.341 -1.784
H 4.663 -0.681 -3.612
H 2.338 -1.342 -3.136
C -5.412 0.732 -2.364
C -4.118 1.440 -2.600
O -2.999 0.443 -2.249
P -1.509 0.740 -2.110
S -0.398 -0.846 -2.810
S -0.872 0.666 -0.134
O -1.212 2.083 -2.784
C 0.064 2.845 -2.917
C -0.174 3.955 -3.899
H -6.214 1.428 -2.616
H -5.532 0.447 -1.321
H -5.513 -0.141 -3.005
H -3.960 2.301 -1.956
H -3.936 1.694 -3.640
H 0.815 2.131 -3.261
H 0.302 3.204 -1.917
H -0.414 3.564 -4.886
H 0.737 4.548 -3.978
H -0.973 4.612 -3.561
S -0.704 -5.528 0.324
C -0.286 -4.133 -0.057
N 0.091 -2.976 -0.375
*
```


[7]
Molecular formula: C16H27N2O3S3SiY
Method: DFT, the ωB97M-V functional and the def2-TZVPD basis

- Total energy: -2483.758220 hartree

ORCA input file:
```
! RIJCOSX wB97M-V def2-TZVPD def2/J DEFGRID3
* xyz 0 1
Y -0.483 0.167 -0.047
S 0.569 2.583 -0.602
C -0.862 3.499 -0.184
C -0.988 4.730 -0.861
N -1.097 5.720 -1.431
C -1.858 3.150 0.693
S -1.981 1.696 1.658
C -2.939 4.047 0.830
N -3.838 4.756 0.920
C 2.960 -1.459 2.999
C 2.522 -0.418 1.973
C 3.711 0.084 1.156
C 1.821 0.751 2.675
O 1.549 -0.971 1.060
Si 1.617 -2.482 0.329
S 0.149 -2.199 -1.191
O 3.119 -2.700 -0.168
C 3.797 -3.748 -0.863
C 4.552 -4.572 0.181
C 4.757 -3.057 -1.834
C 2.821 -4.636 -1.626
O 1.239 -3.647 1.385
C 0.046 -4.025 2.069
C -0.761 -2.798 2.504
C -0.799 -4.896 1.141
C 0.507 -4.817 3.296
H 3.709 -1.031 3.661
H 3.383 -2.327 2.502
H 2.111 -1.782 3.596
H 4.439 0.572 1.798
H 3.364 0.796 0.405
H 4.182 -0.752 0.649
H 2.490 1.192 3.409
H 0.917 0.410 3.190
H 1.547 1.525 1.948
H 5.263 -3.945 0.711
H 5.085 -5.388 -0.297
H 3.845 -4.981 0.898
H 5.418 -2.386 -1.292
H 4.192 -2.475 -2.557
H 5.353 -3.796 -2.361
H 2.146 -5.132 -0.933
H 3.374 -5.387 -2.183
H 2.231 -4.043 -2.320
H -1.131 -2.244 1.628
H -0.154 -2.131 3.112
H -1.619 -3.116 3.089
H -1.046 -4.343 0.239
H -1.715 -5.184 1.645
H -0.253 -5.791 0.856
H 1.123 -4.191 3.935
H 1.100 -5.671 2.982
H -0.346 -5.173 3.867
*
```


[8]
Molecular formula: C6H10O2
Method: DFT, the ωB97M-V functional and the def2-TZVPD basis

- Total energy: -385.078173 hartree

ORCA input file:
```
! RIJCOSX wB97M-V def2-TZVPD def2/J DEFGRID3
* xyz 0 1
C 0.762 0.279 1.149
C -0.623 -0.516 -0.912
C 1.055 1.691 0.674
C -2.068 -0.682 -1.361
C -0.538 -0.254 0.632
C 1.814 -0.775 0.637
O -1.427 -0.620 1.397
O 2.674 -0.527 -0.192
H 0.745 0.237 2.243
H 1.754 -1.760 1.132
H -0.173 0.323 -1.450
H -0.072 -1.432 -1.146
H 1.635 2.226 1.432
H 0.136 2.254 0.482
H 1.645 1.718 -0.249
H -2.686 -1.201 -0.623
H -2.106 -1.255 -2.293
H -2.526 0.293 -1.552
*
```